[1]
The following is a DFT calculation (wB97M-V/def2-TZVPD) of a cluster of 2 separate species, C14H13N5O6 in total in a non-equilibrium geometry.

Atoms and positions in Å:
C: -1.36 0.37 -4.99
C: -0.24 -0.02 -4.05
O: -0.30 0.83 -2.88
C: 0.64 0.49 -1.93
C: 0.39 1.16 -0.69
N: 1.29 1.19 0.35
C: 2.57 0.68 0.22
C: 3.42 0.62 1.30
C: 3.01 1.07 2.55
C: 1.75 1.68 2.65
C: 0.93 1.78 1.55
O: 1.54 -0.31 -2.19
H: -1.40 -0.33 -5.84
H: -2.32 0.34 -4.48
H: -1.22 1.38 -5.41
H: -0.38 -1.06 -3.72
H: 0.73 0.08 -4.55
H: -0.51 1.76 -0.61
H: 2.83 0.30 -0.76
H: 4.41 0.20 1.14
H: 3.64 0.96 3.44
H: 1.40 2.10 3.59
H: -0.03 2.28 1.54
O: -2.48 -0.84 -1.51
N: -2.96 -0.46 -0.41
C: -2.23 -0.72 0.79
C: -0.99 -1.38 0.76
C: -0.49 -1.72 1.99
N: 0.74 -2.26 2.34
O: 1.61 -2.79 1.67
O: 0.87 -2.12 3.75
N: -0.30 -1.53 4.30
C: -1.09 -1.28 3.22
N: -2.27 -0.64 3.24
C: -2.82 -0.37 2.05
O: -4.06 0.14 -0.33
H: -0.52 -1.71 -0.17
H: -3.79 0.13 2.06

Properties
Multiplicity = 1
Orbital gap = 0.1935 hartree
Total charge = 0
E_HOMO = -7.548 eV
LUMO level = -2.3 eV
Strongest force on any atom = 3.4 eV Å⁻¹
Total energy = -34455.239 eV

---

[2]
The following is a DFT calculation (wB97M-V/def2-TZVPD) of an isolated molecule of C4H9N in a non-equilibrium geometry.

Atoms and positions in Å:
C: -2.02 0.24 -0.08
C: -0.76 -0.58 0.23
C: 1.09 0.90 0.20
C: 1.66 -0.48 -0.02
H: -2.83 -0.01 0.62
H: -1.76 1.31 0.01
H: -2.30 0.10 -1.17
H: -0.63 -0.58 1.30
H: -0.92 -1.66 -0.02
H: 1.50 1.78 -0.31
H: 0.67 1.06 1.19
H: 1.62 -1.09 0.90
H: 2.43 -0.68 -0.68
N: 0.35 -0.11 -0.54

Properties
Multiplicity = 1
Orbital gap = 0.3888 hartree
Total charge = 0
E_HOMO = -9.289 eV
LUMO level = 1.3 eV
Relative energy (zero: lowest compared OMol25 entry of this formula, charge and spin) = 1.275 eV
Strongest force on any atom = 3.0 eV Å⁻¹
Total energy = -5782.537 eV

---

[3]
The following is a DFT calculation (wB97M-V/def2-TZVPD) of a cluster of 2 separate species, C10H9N2O3 in total in a non-equilibrium geometry.

Atoms and positions in Å:
C: 2.28 -0.32 2.78
C: 2.62 -0.93 1.55
C: 1.18 0.49 2.85
C: -0.72 1.50 1.77
C: 1.81 -0.95 0.44
C: -1.60 1.65 0.68
C: 0.39 0.65 1.65
C: 0.61 -0.06 0.48
C: -1.40 0.93 -0.44
C: -2.32 1.07 -1.60
N: -0.38 0.14 -0.60
N: -0.49 -3.08 -4.56
O: -1.39 -2.52 -4.89
O: 0.46 -3.65 -4.40
O: -0.12 -0.46 -1.73
H: 2.93 -0.44 3.71
H: 3.66 -1.41 1.38
H: 0.86 0.81 3.77
H: -0.64 2.10 2.56
H: 2.29 -1.23 -0.45
H: -2.32 2.38 0.67
H: -2.13 0.27 -2.36
H: -3.33 0.97 -1.23
H: -2.25 2.11 -2.04

Properties
Multiplicity = 1
Orbital gap = 0.1113 hartree
Total charge = +1
E_HOMO = -10.588 eV
LUMO level = -7.6 eV
Relative energy (zero: lowest compared OMol25 entry of this formula, charge and spin) = 2.138 eV
Strongest force on any atom = 5.2 eV Å⁻¹
Total energy = -19623.174 eV

---

[4]
The following is a DFT calculation (wB97M-V/def2-TZVPD) of a cluster of 3 separate species, C4H5N3 in total in a non-equilibrium geometry.

Atoms and positions in Å:
N: -2.29 0.24 0.02
C: -0.20 0.36 0.06
C: 0.70 1.29 0.19
N: 2.06 1.09 0.19
C: 2.33 -0.24 0.08
N: 1.47 -1.25 -0.03
C: 0.17 -0.96 -0.04
H: -2.78 0.58 -0.81
H: -2.86 -0.64 0.24
H: -1.38 1.77 0.16
H: 3.38 -0.55 0.07
H: -0.59 -1.70 -0.13

Properties
Multiplicity = 1
Orbital gap (alpha / beta) = 0.3001 / 0.2781 hartree
Total charge = 0
E_HOMO (alpha / beta) = -9.122 / -8.705 eV
LUMO level (alpha / beta) = -1.0 / -1.1 eV
Relative energy (zero: lowest compared OMol25 entry of this formula, charge and spin) = 9.433 eV
Strongest force on any atom = 2.1 eV Å⁻¹
Total energy = -8690.379 eV

---

[5]
The following is a DFT calculation (wB97M-V/def2-TZVPD) of a cluster of 12 separate species, C4H31NO13S in total in a non-equilibrium geometry.

Atoms and positions in Å:
C: -0.57 -0.39 1.70
N: -0.84 0.07 0.34
C: -1.80 -0.52 -0.41
O: -1.97 -1.82 -0.04
O: -2.45 -0.09 -1.32
C: -1.59 -0.07 2.77
C: -1.10 0.88 3.90
S: 0.54 0.57 4.59
H: 0.48 -0.24 1.92
H: -0.56 -1.47 1.59
H: -0.66 1.04 0.12
H: 1.47 -1.82 -3.43
H: -2.52 0.39 2.42
H: -1.92 -0.96 3.30
H: -1.16 1.91 3.55
H: -1.77 0.85 4.76
H: 1.29 0.98 3.53
H: -1.83 2.65 -0.28
H: -2.25 1.85 -1.56
O: -1.62 2.51 -1.23
H: 3.68 -0.23 -1.05
H: 3.57 0.65 0.25
O: 3.78 -0.23 -0.08
H: 2.92 -1.75 0.37
H: 3.05 -3.12 0.93
O: 2.79 -2.70 0.12
H: 0.72 3.05 2.36
H: 0.63 3.26 0.74
O: 0.59 2.64 1.49
H: 1.58 -3.87 -0.81
H: 0.12 -3.60 -0.31
O: 0.65 -4.14 -0.91
H: 1.48 3.75 -1.22
H: 0.04 3.94 -1.10
O: 0.85 4.14 -0.59
H: -2.79 -2.11 -0.45
H: -3.22 -1.27 -3.14
O: -3.16 -2.21 -2.96
H: -0.20 -3.01 -2.24
H: -0.24 -3.41 -3.80
O: -0.24 -2.68 -3.16
H: 2.41 0.43 -2.77
H: 1.89 1.28 -1.65
O: 2.65 1.20 -2.20
H: -1.74 3.97 1.89
H: -1.97 2.48 1.86
O: -2.08 3.27 1.33
H: -2.20 -2.37 -2.90
H: 2.96 -2.18 -3.18
O: 2.30 -1.50 -3.04

Properties
Multiplicity = 1
Orbital gap = 0.3552 hartree
Total charge = 0
E_HOMO = -9.556 eV
LUMO level = 0.1 eV
Relative energy (zero: lowest compared OMol25 entry of this formula, charge and spin) = 0.000 eV
Strongest force on any atom = 2.0 eV Å⁻¹
Total energy = -43595.741 eV

---

[6]
The following is a DFT calculation (wB97M-V/def2-TZVPD) of an isolated molecule of C3H6N2O in a non-equilibrium geometry.

Atoms and positions in Å:
C: -0.43 -1.15 0.15
C: -0.47 0.23 0.50
C: -0.75 1.25 -0.58
H: 1.63 -0.67 1.00
H: -1.37 -1.54 -0.17
H: -0.67 0.43 1.52
H: -1.03 0.90 -1.64
H: -1.39 2.16 -0.42
H: 1.37 0.61 -0.68
N: 0.58 -1.91 0.02
N: 0.63 1.11 -0.04
O: 1.91 -1.40 0.34

Properties
Multiplicity = 1
Orbital gap = 0.3995 hartree
Total charge = 0
E_HOMO = -9.916 eV
LUMO level = 1.0 eV
Relative energy (zero: lowest compared OMol25 entry of this formula, charge and spin) = 4.776 eV
Strongest force on any atom = 4.0 eV Å⁻¹
Total energy = -8231.923 eV